Record 1
The following is a DFT calculation (wB97M-V/def2-TZVPD) of a molecular structure, C30H28F5N6S2Tl.

Geometry as XYZ:
```
72
Properties=species:S:1:pos:R:3
Tl -0.63169 -0.07902 -0.55413
S 1.15191 0.35010 -2.84735
S -4.19663 -0.01202 0.37784
F -1.36016 -1.10254 -3.71997
F -1.56706 -3.52414 -4.81510
F 3.09141 -4.08356 -4.54268
F 0.64528 -5.04660 -5.25545
F 3.33533 -1.67662 -3.42161
N 1.02292 -2.52964 -0.37159
N 1.40868 4.05156 -1.00201
N 0.38479 -0.12215 2.12032
N 1.92505 -0.92254 3.50999
N 0.12912 2.46704 -0.11904
N 2.28882 0.58253 0.11122
C -1.78165 5.92270 -1.34032
C 0.11794 4.56052 -1.02978
C -2.58623 4.91803 -0.78117
C 2.09880 -2.08249 -3.76730
C -0.41003 -5.77545 -1.38614
C 1.33448 2.79605 -0.46679
C -0.98902 -1.94783 5.56758
C -4.11678 -1.79043 0.10717
C -0.60790 -5.54486 0.98951
C -0.66885 3.55551 -0.46958
C 0.22580 -4.54585 -1.45776
C 0.36271 -1.83494 5.29799
C -2.04414 3.72618 -0.33959
C 0.99901 -1.25275 -3.53797
C -0.82978 -6.28504 -0.16401
C 1.99797 -3.33520 -4.34899
C 0.76015 -3.82763 -4.71525
C 0.70483 -1.19725 4.11095
C 0.45183 -3.80944 -0.29913
C -0.35998 -3.05243 -4.48465
C 2.56025 1.93558 -0.34910
C -0.22981 -1.80049 -3.90898
C -0.41410 5.76485 -1.47411
C -5.93058 0.25751 -0.01997
C -1.60705 -0.81842 3.50582
C -0.24800 -0.69453 3.22378
C 2.76074 0.20690 1.43027
C -1.95994 -1.44809 4.68446
C 0.02403 -4.31265 0.92785
C 1.65458 -0.28005 2.33156
H 2.57467 -0.06573 -0.60948
H 0.17733 -3.72825 1.82988
H 2.22222 4.46021 -1.42745
H 2.83674 -1.12106 3.88348
H 3.52575 -0.57455 1.36890
H -6.13889 -0.04380 -1.04609
H -6.58089 -0.28715 0.66388
H 3.00917 1.88764 -1.34456
H -3.09249 -2.10737 0.30129
H -4.78420 -2.31714 0.78828
H -0.93400 -5.92645 1.94904
H 3.27870 2.43813 0.30831
H -1.30580 -2.43620 6.47971
H -6.12647 1.32363 0.08068
H 1.56339 -2.34407 -1.20651
H 0.20242 6.53941 -1.91079
H -3.00652 -1.55807 4.93566
H -0.57765 -6.33790 -2.29630
H -3.65241 5.08335 -0.69913
H 1.50539 -2.24414 0.46800
H -1.32451 -7.24540 -0.11182
H 0.54766 -4.14817 -2.41214
H 3.23989 1.05990 1.92312
H -2.65833 2.94244 0.08697
H -2.24281 6.84188 -1.67668
H 1.10805 -2.22513 5.97864
H -2.35593 -0.43193 2.82247
H -4.36727 -2.03483 -0.92491
```

Values from the calculation:
HOMO energy   -7.129 eV
Lowest unoccupied orbital energy   0.2 eV
Kohn-Sham gap   0.270 Eh

=====

Record 2
The following is a DFT calculation (wB97M-V/def2-TZVPD) of a molecular structure, C30H28FN2O4PdS6.

Geometry as XYZ:
```
72
Properties=species:S:1:pos:R:3
Pd 0.27708 0.54181 -1.89051
S 1.97981 4.72218 -6.88046
S 0.95994 2.58809 -5.06929
S 0.41634 -0.85185 -7.63579
S 2.86856 0.63244 -2.79992
S 0.01108 -0.16950 -4.28718
S 1.25293 1.99704 -7.83507
F 2.30288 1.68539 4.69246
O -2.61246 -2.45437 -0.72930
O -0.93710 -1.27212 -1.64337
O 0.71776 0.04049 0.32887
O 2.32731 1.66340 -1.80861
N -1.74365 -1.65622 3.08465
N -2.57077 1.97030 4.59862
C -2.54468 -2.41139 4.06550
C 0.69852 0.67712 -6.82813
C -2.02739 2.22697 2.07675
C 5.08564 -0.33138 -1.53875
C 0.12648 -0.25623 2.55842
C 1.32049 0.85442 4.28487
C -1.05695 2.30475 -2.06869
C -1.46389 -1.12195 5.92152
C -2.48285 1.55476 -0.19162
C -2.78579 -1.53394 5.28628
C -0.53007 -0.54486 4.88488
C -1.17328 -1.34633 0.76072
C 0.56203 0.92984 -5.50061
C -1.38777 -0.99254 -7.53037
C -0.96741 3.02019 1.61277
C -0.66142 3.06628 0.27290
C -1.92250 -1.87873 1.76417
C -0.70966 -0.83054 3.51513
C -1.61153 -1.72872 -0.66052
C 1.15759 0.60082 2.95750
C -0.06233 -0.50870 1.11761
C 4.24042 -1.55236 -1.87225
C 2.81280 -1.02398 -1.99452
C 4.69908 0.67377 -2.61161
C -1.86302 -3.73922 4.39945
C -2.31748 2.10052 3.48039
C -2.78659 1.50755 1.14768
C -1.39411 2.31466 -0.67976
C 1.43530 3.18523 -6.61518
C 0.49099 0.30059 5.25221
H -2.74917 -2.52156 1.48277
H -3.33034 -0.63882 4.97610
H 4.94852 1.71260 -2.38692
H 2.38686 -0.83291 -1.01198
H -0.84737 -3.57379 4.76446
H 1.78940 1.05240 2.20103
H -3.06651 0.97278 -0.89826
H 4.57111 -1.97781 -2.82405
H -1.86401 -0.22979 -8.14800
H -1.81280 1.95431 -2.75172
H 0.17962 3.65844 -0.07260
H -2.42836 -4.28176 5.16148
H 0.63599 0.56913 6.29450
H -0.37989 3.58688 2.32707
H -1.63443 -0.37867 6.70072
H -1.69883 -0.90460 -6.49060
H -0.99614 -1.98585 6.40202
H 4.80984 0.05650 -0.55419
H -1.64014 -1.98599 -7.90555
H 6.15648 -0.54625 -1.53397
H 4.30664 -2.33467 -1.11490
H -3.49752 -2.62088 3.58595
H -0.41919 3.09360 -2.43725
H 5.11727 0.39825 -3.58481
H 2.14474 -1.64862 -2.57490
H -1.79966 -4.36159 3.50426
H -3.40725 -2.07524 5.99956
H -3.60524 0.89022 1.49796
```

Values from the calculation:
HOMO energy (alpha / beta)   -4.001 / -4.575 eV
2S+1   3
Lowest unoccupied orbital energy (alpha / beta)   2.2 / 1.8 eV
Net charge   -1
Kohn-Sham gap (alpha / beta)   0.229 / 0.233 Eh

=====

Record 3
The following is a DFT calculation (wB97M-V/def2-TZVPD) of a molecular structure, C30H28IrN5O6.

Geometry as XYZ:
```
70
Properties=species:S:1:pos:R:3
Ir -0.27661 0.48923 0.14411
O 0.61215 1.63249 -1.61334
O -2.28426 -0.46566 0.68278
O 0.21940 2.94606 -3.38386
O -0.33370 -1.22968 -1.63419
O -4.44898 -0.56804 0.46916
O 1.31543 1.14851 1.47479
N -1.74214 3.92831 2.89881
N -1.09874 2.14123 1.34786
N 1.25411 -1.61502 1.94600
N 0.90254 -1.32078 0.73725
N -1.93269 1.27848 -1.21474
C 0.80676 -3.23423 -2.39851
C -1.60757 5.36858 2.52757
C -0.85245 6.10854 3.61617
C -1.54990 4.37851 5.30620
C -2.32620 3.62761 4.24163
C -4.22717 1.79927 -1.42748
C 1.77630 -1.21658 4.22387
C -1.41377 2.98834 2.08295
C -1.48274 5.87160 4.98834
C 2.42896 -2.09144 6.79492
C -1.06535 -1.25789 -2.88364
C 2.34764 1.10426 4.86142
C -3.19706 1.06343 -0.86954
C -3.30142 -0.03988 0.15214
C 0.54350 -2.27442 -1.44398
C 1.67110 -2.57180 4.56194
C 2.06154 1.59970 3.63228
C -2.58720 2.96665 -2.75137
C 2.28105 -4.36326 -0.83322
C 1.47139 -0.72514 2.90908
C 1.59469 0.71748 2.62568
C 1.67560 -4.27477 -2.08809
C 2.02127 -3.40498 0.11312
C -3.91208 2.76947 -2.37630
C 1.99824 -3.00090 5.84329
C 2.53678 -0.73451 6.46965
C -1.62738 2.18961 -2.12757
C 1.14499 -2.34253 -0.17952
C -0.15051 2.24175 -2.35826
C 2.21377 -0.29330 5.19985
H -0.85327 7.16987 3.36565
H -0.53726 3.96846 5.37240
H 0.35119 -3.20182 -3.37591
H 0.19033 5.77817 3.62194
H 1.88286 -5.02448 -2.84051
H 1.91963 -4.04970 6.09574
H -1.60702 -2.19801 -2.96351
H 2.88205 -0.02602 7.21286
H -2.30825 3.69592 -3.50064
H -2.03482 4.20421 6.26720
H -1.09954 5.42309 1.56633
H 2.69219 1.77834 5.63821
H -0.90798 6.38967 5.75362
H 1.19006 2.96353 -3.47398
H 1.32952 -3.28234 3.82193
H -1.76836 -0.43717 -2.85841
H 2.49930 -3.43468 1.07987
H -2.61818 5.76587 2.41139
H -4.69770 3.36418 -2.82394
H 2.18159 2.64452 3.38254
H -0.37986 -1.13897 -3.72082
H -3.36973 3.94813 4.21904
H -5.26012 1.64614 -1.13877
H 2.68736 -2.42654 7.79059
H 2.96152 -5.17379 -0.61295
H -2.30174 2.54923 4.38666
H -2.49057 6.29778 5.01117
H -5.20254 -0.22794 -0.03368
```

Values from the calculation:
HOMO energy (alpha / beta)   -15.880 / -16.359 eV
2S+1   6
Lowest unoccupied orbital energy (alpha / beta)   -9.3 / -11.2 eV
Net charge   +3
Kohn-Sham gap (alpha / beta)   0.242 / 0.189 Eh

=====

Record 4
The following is a DFT calculation (wB97M-V/def2-TZVPD) of a molecular structure, C30H28N5O9PrS2 in a non-equilibrium geometry.

Geometry as XYZ:
```
75
Properties=species:S:1:pos:R:3
Pr -0.65934 0.94114 0.74703
S -2.17855 3.10677 2.42016
S 0.87277 0.99056 -1.73787
O -3.19034 -4.32167 -0.13944
O 2.64641 3.30288 1.75294
O -1.36349 1.94769 2.86365
O -0.29052 -1.17109 0.35462
O -1.88561 2.02014 -1.03682
O -5.31587 -3.69134 -0.04995
O 0.73730 2.50696 0.90981
O -1.10153 4.31183 2.11377
O -1.72048 -1.48833 -1.35770
N -2.64076 -0.43941 1.73163
N -0.35129 -0.27005 -3.70462
N -4.41376 -1.70535 1.93362
N 1.08839 -1.54008 -2.39876
N -2.66825 2.59525 0.96567
C -3.99537 -3.50976 0.19890
C -1.43872 -1.40514 -0.17482
C 2.08061 0.00749 2.27080
C -2.00963 2.90092 -0.15782
C 3.58807 0.66555 0.48293
C 3.77065 -1.54176 1.47730
C -3.76463 -0.61247 2.39637
C -0.53164 6.04812 -1.60597
C 4.50185 -2.85126 1.60461
C -1.38515 4.23174 -0.28760
C -0.07315 6.66377 -0.44587
C 0.75125 -2.97376 -4.36345
C -0.93656 4.86794 0.86819
C 4.18414 -0.58152 0.55609
C -1.16422 4.82308 -1.52644
C -3.65338 -2.26850 0.92397
C 0.44639 -5.34326 -4.05011
C -2.56150 -1.46147 0.82034
C 0.73813 -3.90545 -2.14636
C 2.71709 -1.23399 2.31759
C 4.10775 1.69650 -0.47880
C 0.55457 -4.24381 -4.88668
C 0.54139 -5.16764 -2.67613
C 0.83671 -2.79888 -2.98553
C 0.47384 -0.37638 -2.65239
C 2.51442 0.96212 1.34326
C 1.04650 0.30317 3.33834
C -4.27985 0.23886 3.50030
C 1.95519 2.39256 1.35001
C -0.26708 6.07763 0.79147
H -0.81418 -1.10894 -4.02583
H 0.79335 -3.76024 -1.07356
H 3.37273 1.88846 -1.26155
H 5.03325 1.36260 -0.94548
H -0.36390 6.51749 -2.56579
H 2.40010 -1.95787 3.06158
H 0.14690 -0.31989 3.22177
H 0.11347 6.51725 1.70333
H -3.73826 1.17660 3.50516
H 0.45249 -6.01669 -2.01152
H -5.24663 -2.10353 2.33334
H -0.89130 0.57876 -3.72261
H 0.77017 1.35396 3.35525
H 4.28338 2.63788 0.04058
H 1.50386 -1.56734 -1.47861
H 4.81359 -3.22753 0.63016
H 5.40106 -2.71504 2.20966
H 0.29140 -6.33006 -4.46541
H 0.44600 7.61118 -0.50648
H -5.82742 -2.88613 0.08005
H -4.13145 -0.24523 4.46707
H 0.87117 -2.13065 -5.03087
H 5.01903 -0.80215 -0.10093
H -5.34489 0.43328 3.37318
H 3.87932 -3.60130 2.09097
H -1.50359 4.30203 -2.41178
H 0.49727 -4.37234 -5.95987
H 1.46033 0.06516 4.31794
```

Values from the calculation:
HOMO energy (alpha / beta)   -8.142 / -8.151 eV
2S+1   3
Lowest unoccupied orbital energy (alpha / beta)   -0.1 / -0.1 eV
Kohn-Sham gap (alpha / beta)   0.297 / 0.297 Eh

=====

Record 5
The following is a DFT calculation (wB97M-V/def2-TZVPD) of a molecular structure, C30H28N5O9PrS2.

Geometry as XYZ:
```
75
Properties=species:S:1:pos:R:3
Pr 1.30865 -0.28570 -0.14725
S -1.19433 -1.53665 -1.39309
S 4.51723 -0.83305 -0.48291
O 0.96005 6.37808 -1.24841
O 3.74083 -0.52491 0.75350
O 1.33636 -4.26550 1.42668
O -0.34065 1.18984 0.53855
O 1.59583 -0.39553 -2.65897
O -0.85763 2.40325 -1.29938
O 4.42234 -2.45824 -0.71840
O 1.45158 -2.46690 0.11731
O -0.66897 5.47278 -0.03373
N -2.32601 0.36120 -2.85866
N 3.56511 -0.20292 -1.64548
N 2.25784 2.25055 0.21659
N 2.71469 4.38497 -0.00197
N -2.98124 0.22159 -0.63518
C 1.34869 4.26172 -0.20531
C -0.19117 2.15990 -0.31233
C 3.21130 3.15056 0.26027
C 4.63997 2.90590 0.57795
C 3.84933 -3.02537 -1.83382
C -4.45034 3.37669 0.55565
C -4.74478 1.62665 -1.58299
C 3.54152 -5.01349 -3.11233
C -2.43229 -2.34666 2.58865
C -1.75124 -4.16200 1.00598
C -0.13347 -2.43881 1.90966
C -3.79229 1.38106 -0.60085
C 2.71330 -4.33110 -3.99456
C 2.70304 -0.92438 -2.39434
C 0.95797 -3.15680 1.12426
C 1.09070 2.93000 -0.06437
C 4.10902 -4.37389 -2.02527
C -3.65085 2.25034 0.47644
C 0.43664 5.39283 -0.47149
C 3.01720 -2.32512 -2.70301
C -1.43917 -2.96171 1.84750
C -5.38887 3.64119 -0.43209
C -2.22398 -0.21605 -1.65608
C 1.56529 -0.84754 2.95574
C -5.53387 2.76579 -1.49554
C -0.87093 -0.78762 3.49112
C -3.26493 -0.65352 4.24712
C -2.16869 -1.25373 3.41800
C 0.16188 -1.36517 2.74562
C 2.43847 -2.99507 -3.77755
H -2.64334 -0.12311 0.25189
H -1.59773 0.10276 -3.50333
H -3.44315 -2.73628 2.53679
H -1.66168 -3.92218 -0.05418
H -6.00678 4.52695 -0.36938
H 1.76508 -2.44712 -4.42201
H -1.06599 -4.97973 1.22356
H -4.20543 -0.62655 3.69650
H -4.32633 4.06012 1.38495
H -4.88527 0.91983 -2.38967
H -2.77058 -4.49765 1.19287
H -6.27560 2.95682 -2.26017
H 1.67121 0.20143 2.64241
H -0.63415 0.04184 4.14888
H -2.89662 2.04767 1.22598
H 5.29492 3.44390 -0.10652
H 4.72505 -4.90408 -1.31466
H -2.65875 1.31415 -2.90445
H 2.26663 -4.84652 -4.83350
H 3.74129 -6.06532 -3.26685
H 1.80765 -0.85406 4.01885
H 3.23658 5.24080 0.07918
H 2.32073 -1.45372 2.45554
H 4.86425 3.22478 1.59728
H 1.73807 6.05095 -1.71558
H -3.02147 0.36356 4.55293
H -3.43515 -1.23959 5.15278
H 4.84745 1.84292 0.50873
```

Values from the calculation:
HOMO energy (alpha / beta)   -8.324 / -8.326 eV
2S+1   3
Lowest unoccupied orbital energy (alpha / beta)   0.0 / 0.0 eV
Kohn-Sham gap (alpha / beta)   0.305 / 0.305 Eh

=====

Record 6
The following is a DFT calculation (wB97M-V/def2-TZVPD) of a molecular structure, C30H29AlAsN6O2S.

Geometry as XYZ:
```
70
Properties=species:S:1:pos:R:3
As 0.10272 0.15646 2.74964
S 2.12991 0.28986 0.16187
Al -0.03094 -0.33363 -0.09912
O -3.42811 1.29448 -1.11484
O -1.03686 -1.97584 0.75452
N 0.40951 -1.71573 -1.43299
N 1.12819 -2.67036 -3.42812
N 0.26511 -0.55345 -3.45724
N -0.22553 0.89159 -1.71692
N -0.58622 1.55285 -3.93689
N -1.98827 -0.14923 -0.00552
C -0.20611 0.66990 -2.98169
C -0.40908 -2.49218 3.80461
C -1.56733 0.96053 6.54081
C -1.00754 1.12427 -5.26855
C 4.28692 2.27936 2.89340
C 0.61011 -1.65347 -2.70693
C -5.51572 -3.08830 0.67113
C -0.85136 0.91529 4.24638
C -2.11146 -1.40144 0.46163
C 1.79907 1.05614 2.84846
C -1.49023 2.13468 4.02953
C 2.25095 1.68304 4.00643
C -4.21423 -0.81335 -0.15608
C -6.21916 -2.04469 0.07652
C 3.49334 2.29452 4.03437
C -1.09483 2.84569 -3.48027
C -3.22417 0.27338 -0.51147
C 0.59305 -1.61070 3.40443
C 1.91574 -2.03479 3.39945
C 1.23533 -4.19640 4.21527
C -2.15547 2.76782 5.06856
C -5.57310 -0.88373 -0.35212
C 2.59027 1.04627 1.70180
C -0.89210 0.32616 5.50413
C 3.84126 1.66423 1.73617
C 2.23355 -3.32843 3.80180
C -2.19575 2.17819 6.32545
C -3.51640 -1.85674 0.43974
C -0.08969 -3.77510 4.21924
C -4.13601 -3.01192 0.86065
H -1.44729 -2.17758 3.80417
H 2.70591 -1.36075 3.09326
H -0.39169 -0.61575 5.68780
H 1.48638 -5.19803 4.53893
H -1.96482 0.59898 -5.25126
H -0.38507 3.30457 -2.79282
H -1.59463 0.50130 7.52047
H -1.18290 3.49898 -4.34303
H -6.05063 -3.97195 0.99170
H -0.87260 -4.44688 4.54693
H -0.67098 1.77197 -1.48593
H 1.37817 -2.56301 -4.39435
H -2.64493 3.71759 4.89690
H 4.45925 1.65926 0.84731
H -1.10643 2.01241 -5.88573
H -7.28899 -2.13654 -0.05550
H 5.25934 2.75445 2.90206
H -0.26481 0.50070 -5.76441
H 3.84093 2.77691 4.93798
H 0.45369 -0.60875 -4.44174
H -1.46693 2.59789 3.04942
H 1.62871 1.69216 4.89316
H -2.07010 2.74967 -2.99493
H -6.11566 -0.07255 -0.81901
H -2.71730 2.66890 7.13664
H -3.58089 -3.81785 1.32163
H 0.69523 -2.60163 -1.03088
H 1.48580 -3.48022 -2.95226
H 3.26719 -3.64964 3.80111
```

Values from the calculation:
HOMO energy   -10.070 eV
Lowest unoccupied orbital energy   -2.8 eV
Net charge   +1
Kohn-Sham gap   0.267 Eh